No. 1
Entry from the OMol25 dataset: a molecular structure, C30H33CeN6OS2 (ωB97M-V/def2-TZVPD).

Structure (ORCA input):
```
! wB97M-V def2-TZVPD RIJCOSX def2/J DEFGRID3
* xyz 1 1
Ce 0.10345 0.06370 -0.68030
C 2.05826 -2.52286 -0.68699
C 3.12224 -1.87696 0.19138
C 2.64382 -1.12500 1.41993
N 1.74218 -0.00313 1.12049
C 1.53977 0.84702 2.13594
C 1.90909 0.55285 3.46651
C 2.03406 1.34094 4.59790
C 1.88524 2.70796 4.75059
C 1.43617 3.56240 3.76424
C 0.93970 3.27016 2.50341
C 0.78391 2.05878 1.80431
N 0.01863 1.98870 0.70519
C -0.92323 3.09105 0.48430
C -2.07603 2.71388 -0.42799
C -2.89841 1.53788 0.05866
N -2.21509 0.24989 -0.10715
C -2.83813 -0.84110 0.33635
C -4.07729 -0.81468 1.00947
C -5.01416 -1.80494 1.25859
C -5.01195 -3.14025 0.89736
C -3.93468 -3.79683 0.33256
C -2.64540 -3.33823 0.12267
C -2.04324 -2.08022 0.32589
N -0.71165 -1.91544 0.39788
C 0.08958 -3.04956 0.88517
C 1.13244 -3.57692 -0.09326
H 2.54493 -2.92460 -1.57928
H 1.43280 -1.73938 -1.11827
H 3.70325 -1.19379 -0.43131
H 3.81282 -2.65727 0.52492
H 3.52602 -0.73206 1.93821
H 2.18579 -1.81969 2.12797
H 2.16761 -0.48147 3.63645
H 2.34217 0.79569 5.48352
H 2.13798 3.13654 5.71095
H 1.41610 4.61706 4.01666
H 0.58432 4.13426 1.96125
H -0.41141 3.96714 0.06769
H -1.33714 3.39787 1.45223
H -1.71939 2.52958 -1.44098
H -2.73169 3.58417 -0.50492
H -3.84689 1.50791 -0.48890
H -3.14399 1.70009 1.11608
H -4.39326 0.17087 1.31836
H -5.90542 -1.45141 1.76549
H -5.91144 -3.71144 1.08261
H -4.09016 -4.83735 0.06909
H -1.95843 -4.09540 -0.23541
H -0.56622 -3.86656 1.18621
H 0.56635 -2.72055 1.80634
H 0.62629 -4.09425 -0.91359
H 1.73733 -4.33218 0.41876
O 2.02366 0.39823 -1.89987
N 2.25380 1.68258 -2.25338
C 3.47421 2.17950 -1.95102
C 3.79047 3.45992 -2.29548
C 2.82648 4.22746 -2.96420
C 1.59744 3.69593 -3.25120
C 1.27430 2.37496 -2.88491
S -0.23469 1.61321 -3.17791
H 4.12239 1.49129 -1.43253
H 4.76682 3.84950 -2.05095
H 3.04967 5.24694 -3.24861
H 0.83673 4.26639 -3.76328
S -0.56025 -2.94837 -4.76256
C -2.08514 -2.67657 -4.05381
C -1.95188 -1.87948 -2.96599
N -0.65853 -1.50059 -2.68718
C 0.16944 -2.01583 -3.56048
H -2.98944 -3.09536 -4.46146
H -2.75469 -1.53384 -2.33318
H 1.23163 -1.81877 -3.54523
*
```

Output
Highest occupied orbital energy (spin up / spin down) in eV: -9.82 / -9.82
E in eV: -77227.0709

---

No. 2
Entry from the OMol25 dataset: a molecular structure, C28H32Br2N4O3OsS (ωB97M-V/def2-TZVPD).

Structure (ORCA input):
```
! wB97M-V def2-TZVPD RIJCOSX def2/J DEFGRID3
* xyz 2 5
Os -0.96738 0.42715 1.43985
O 3.78449 -1.79128 -1.90947
C 2.56296 -2.45926 -1.99196
C 2.48139 -3.56403 -2.82228
C 1.32189 -4.30459 -2.90506
C 0.17283 -3.86856 -2.17950
C 0.24543 -2.78741 -1.37897
C 1.43051 -2.03674 -1.27737
C 1.45697 -0.77621 -0.49363
O 0.92112 -0.86371 0.86920
N 0.61197 0.25796 -1.13795
N -0.65343 0.45303 -0.69818
C -1.49955 0.83085 -1.62256
C -2.81788 1.34619 -1.40267
Br -3.54022 1.09190 0.33223
C -3.50450 1.92090 -2.38195
C -2.97758 2.28134 -3.69673
C -1.90139 3.16469 -3.81327
C -1.32579 3.35028 -5.01719
C -1.86931 2.79580 -6.19172
C -2.93996 1.93156 -6.07134
C -3.50594 1.65473 -4.85315
H 4.07678 -1.47119 -2.77569
H 3.37564 -3.95659 -3.24716
H 1.32795 -5.21926 -3.52233
H -0.69517 -4.47592 -2.25578
H -0.59958 -2.52702 -0.80009
H 2.49156 -0.44486 -0.46294
H 0.68320 0.20751 -2.14219
H -1.12782 0.87389 -2.64654
H -4.54918 2.07441 -2.26692
H -1.56198 3.59623 -2.88965
H -0.42832 3.96894 -5.14659
H -1.41192 2.92982 -7.14512
H -3.24803 1.41992 -6.98156
H -4.34761 0.94356 -4.76489
Br 5.26109 -3.28462 4.31181
C 3.97314 -2.49799 3.17528
C 2.99598 -3.32586 2.65906
C 1.97641 -2.81054 1.86569
C 1.95124 -1.45720 1.65154
C 2.92656 -0.60930 2.12874
C 3.95952 -1.11926 2.93168
H 3.09781 -4.34982 2.92639
H 1.17382 -3.43525 1.50772
H 2.83129 0.42898 1.89602
H 4.74469 -0.45594 3.31742
C 1.84664 4.07237 2.43410
C 2.48380 3.41909 1.17972
C 1.29278 2.69168 0.56427
O 0.48927 2.22027 1.71080
C 0.60403 3.24598 2.76927
H 1.49333 5.09095 2.25308
H 2.53277 4.13306 3.26015
H 3.32425 2.75825 1.48787
H 2.87800 4.11612 0.46670
H 1.54284 1.82963 -0.02937
H 0.67910 3.39407 -0.04911
H 0.67284 2.73520 3.71295
H -0.30243 3.83769 2.70493
C -4.56835 -2.08856 3.67833
N -3.38650 -1.25921 3.39349
C -2.29138 -1.12271 4.13210
N -2.31705 -1.64106 5.31571
S -0.85589 -0.23882 3.66314
H -4.26273 -3.13061 3.79032
H -5.20664 -2.00117 2.81054
H -5.13528 -1.70916 4.54481
H -3.30283 -0.78186 2.50805
H -3.07530 -2.16604 5.68992
H -1.49903 -1.46241 5.88804
*
```

Output
Highest occupied orbital energy (spin up / spin down) in eV: -13.28 / -13.37
Expectation value of S²: 6.02
E in eV: -195027.8059

---

No. 3
Entry from the OMol25 dataset: a molecular structure, C3H4GaO3 (ωB97M-V/def2-TZVPD).

Structure (ORCA input):
```
! wB97M-V def2-TZVPD RIJCOSX def2/J DEFGRID3
* xyz 0 2
O -1.12234 0.52067 -0.48346
C 0.13021 0.79070 -0.08125
O 0.55732 1.90578 -0.48861
Ga 1.83371 1.27304 0.81768
O 2.82455 0.11700 -0.22535
C 2.25986 -0.78788 -0.93031
H 1.54399 -1.38043 -0.26645
C -1.85883 -0.42803 0.27261
H -1.41382 -0.55952 1.26804
H -1.86858 -1.39407 -0.25170
H -2.88606 -0.05724 0.36881
*
```

Output
Highest occupied orbital energy (spin up / spin down) in eV: -8.45 / -7.83
Expectation value of S²: 0.79
E in eV: -61689.0317